{"formula": "C2H10N2S", "method": "wB97M-V/def2-TZVPD", "species": ["N", "C", "N", "H", "H", "H", "H", "H", "H", "C", "S", "H", "H", "H", "H"], "coordinates": [[-0.810179, 1.419745, -0.369229], [-1.477842, 0.117857, -0.514583], [-2.607632, -0.065314, 0.381085], [-0.298757, 1.487752, 0.503381], [-0.114840, 1.517027, -1.100643], [-0.791002, -0.717466, -0.362003], [-1.834717, 0.080656, -1.542991], [-2.366089, 0.269549, 1.308974], [-3.375769, 0.525169, 0.082036], [2.175081, -1.220605, 0.059964], [3.038072, 0.369879, 0.221501], [2.913950, -2.017196, 0.106889], [1.711460, -1.248542, -0.923364], [1.483857, -1.311433, 0.890754], [2.354411, 0.792924, 1.258228]], "forces_ev_per_a": [[-0.1, 0.0, -0.1], [0.0, 0.3, 0.2], [0.0, 0.2, -0.1], [0.0, -0.1, 0.1], [0.0, 0.1, 0.0], [0.0, -0.1, 0.0], [-0.1, -0.2, 0.0], [0.0, -0.2, 0.0], [0.0, 0.0, 0.0], [0.5, 0.1, -0.2], [0.4, 0.0, -0.5], [-0.1, -0.1, 0.1], [-0.3, -0.1, 0.2], [-0.2, -0.2, -0.2], [-0.3, 0.3, 0.6]], "nbo_charge": [-0.8526, -0.0516, -0.8269, 0.3438, 0.3589, 0.1465, 0.1775, 0.3468, 0.3559, -0.7285, -0.0460, 0.2206, 0.2177, 0.2272, 0.1107], "relative_energy_kcal_mol": 10.5, "smiles": "NCN.CS", "charge": 0, "mol_weight_g_mol": 94.2, "homo_lumo_gap_ha": 0.365}

{"formula": "C20H27CaN2O3", "method": "wB97M-V/def2-TZVPD", "species": ["Ca", "N", "C", "O", "C", "C", "H", "H", "H", "H", "H", "H", "C", "C", "C", "C", "N", "C", "C", "H", "H", "H", "H", "H", "H", "H", "C", "O", "C", "C", "H", "H", "H", "H", "H", "H", "C", "C", "O", "C", "C", "C", "C", "C", "C", "H", "H", "H", "H", "H", "H", "H", "H"], "coordinates": [[0.806321, -1.124956, -0.584151], [1.677333, -4.983175, -2.388957], [2.020795, -3.747181, -1.901618], [1.955991, -2.762825, -2.616118], [2.433448, -3.728572, -0.472679], [1.161405, -3.320858, 0.295987], [1.153817, -5.002890, -3.252102], [1.459772, -5.700901, -1.718914], [3.200985, -2.967700, -0.315406], [2.825131, -4.719093, -0.175043], [1.436430, -3.272515, 1.356688], [0.445022, -4.156022, 0.216018], [1.374869, 2.818042, 4.618294], [1.572183, 1.750220, 3.586733], [0.820669, 0.562897, 3.583134], [0.990776, -0.349864, 2.572250], [1.857687, -0.203135, 1.551545], [2.599491, 0.923851, 1.575195], [2.498300, 1.896550, 2.537545], [0.414719, 2.689202, 5.114638], [1.396336, 3.803315, 4.151303], [2.160713, 2.794603, 5.378591], [0.100188, 0.380613, 4.371214], [0.400448, -1.257252, 2.551406], [3.292301, 1.025874, 0.748394], [3.130879, 2.775408, 2.499231], [1.200044, 2.923662, -2.009485], [1.397292, 1.714209, -1.295569], [2.122594, 0.674640, -1.748569], [2.867580, 0.814977, -3.052705], [2.118818, 3.519873, -2.047596], [0.438347, 3.475297, -1.458224], [0.837899, 2.733494, -3.022777], [2.769440, 1.775408, -3.575529], [2.550710, 0.011163, -3.720941], [3.930044, 0.637584, -2.856545], [-1.389606, 1.141527, 0.635975], [-1.995253, 0.181776, -0.371500], [-1.199943, -0.654521, -0.951074], [-3.381720, 0.234808, -0.632823], [-4.286961, 1.054298, 0.108030], [-5.631790, 1.050625, -0.155337], [-6.166960, 0.258350, -1.171047], [-5.300027, -0.533218, -1.929874], [-3.957334, -0.555836, -1.672663], [-0.307128, 1.122092, 0.520615], [-1.626569, 0.838200, 1.659027], [-1.745688, 2.161293, 0.484593], [-3.899846, 1.677043, 0.902793], [-6.303424, 1.666016, 0.436447], [-7.231085, 0.254542, -1.368783], [-5.714120, -1.139810, -2.728749], [-3.281320, -1.161129, -2.260872]], "forces_ev_per_a": [[1.6, 0.4, -0.9], [-0.1, -0.2, -0.1], [0.3, -0.5, -0.3], [-0.2, 0.5, 0.0], [-0.1, -0.3, 0.5], [-0.2, -0.9, 0.5], [0.0, 0.1, 0.1], [0.0, 0.0, 0.0], [0.2, -0.1, -0.2], [0.2, 0.2, -0.1], [0.0, 0.0, 0.2], [0.0, 0.1, 0.0], [0.0, 0.0, 0.0], [0.1, -0.7, -0.8], [0.3, 1.0, 0.5], [0.5, -0.4, -0.7], [-0.3, 0.8, 1.0], [0.0, -0.8, -0.6], [-0.5, 0.2, 1.1], [0.0, 0.0, 0.1], [0.0, 0.0, 0.0], [0.0, 0.0, -0.1], [-0.1, 0.0, -0.1], [-0.1, -0.1, 0.0], [-0.1, 0.0, -0.1], [0.0, 0.0, -0.1], [0.0, -0.3, 0.2], [-1.4, 2.3, 0.9], [1.1, -2.3, -0.5], [0.0, 0.1, 0.3], [0.0, 0.0, -0.1], [0.0, 0.1, 0.0], [0.0, 0.1, -0.1], [0.0, 0.0, -0.1], [0.0, 0.0, -0.3], [0.2, 0.1, -0.2], [-0.1, -0.4, -0.2], [-0.1, 0.3, 0.2], [-1.3, 0.3, -0.1], [-0.2, -0.1, -0.1], [0.5, 0.0, 0.1], [-0.4, 0.0, 0.0], [-0.1, 0.0, 0.0], [-0.3, -0.1, -0.1], [0.5, -0.1, 0.1], [0.0, 0.3, 0.0], [-0.1, 0.1, 0.1], [0.1, 0.1, 0.1], [0.0, 0.0, 0.1], [0.1, 0.0, 0.0], [0.0, 0.0, 0.0], [0.1, 0.0, 0.0], [0.0, -0.1, 0.0]], "nbo_charge": [1.7203, -0.8369, 0.6974, -0.6627, -0.5241, -1.0583, 0.3872, 0.3836, 0.2164, 0.1665, 0.1683, 0.1608, -0.6375, 0.0445, -0.2730, 0.0406, -0.4996, 0.0652, -0.2707, 0.2172, 0.2227, 0.2211, 0.2109, 0.2103, 0.2297, 0.2101, -0.2638, -0.5898, -0.3322, -0.7398, 0.1521, 0.1763, 0.1668, 0.1656, 0.2090, 0.1910, -0.6806, 0.3615, -0.8685, -0.0925, -0.2721, -0.2131, -0.3095, -0.2223, -0.2434, 0.2100, 0.1965, 0.2091, 0.1927, 0.1880, 0.1883, 0.1913, 0.2193], "relative_energy_kcal_mol": 5.2, "charge": -1, "mol_weight_g_mol": 383.5, "homo_lumo_gap_ha": [0.170, 0.143]}

{"formula": "C12H36O6", "method": "wB97M-V/def2-TZVPD", "species": ["C", "C", "O", "H", "H", "H", "H", "H", "H", "C", "C", "O", "H", "H", "H", "H", "H", "H", "C", "C", "O", "H", "H", "H", "H", "H", "H", "C", "C", "O", "H", "H", "H", "H", "H", "H", "C", "C", "O", "H", "H", "H", "H", "H", "H", "C", "C", "O", "H", "H", "H", "H", "H", "H"], "coordinates": [[1.799904, 1.379375, 3.547421], [1.665224, 2.852255, 3.264111], [2.644674, 3.540995, 3.912881], [0.885704, 0.824055, 3.337781], [2.052614, 1.175515, 4.587941], [2.593114, 0.865665, 3.004261], [0.768494, 3.342235, 3.643431], [1.753874, 2.981535, 2.185441], [3.448114, 3.314615, 3.438711], [-3.552396, -2.784855, 2.016431], [-3.033836, -2.122895, 0.725611], [-1.734636, -1.738895, 0.964621], [-4.640516, -2.731965, 1.980651], [-3.233386, -2.219705, 2.892191], [-3.193936, -3.813905, 2.042131], [-3.617026, -1.256065, 0.414821], [-3.063826, -2.817575, -0.113799], [-1.316886, -1.032945, 0.465901], [1.355934, 0.245345, -1.691229], [0.886774, -0.132735, -0.291509], [-0.423436, 0.256015, -0.326059], [2.365744, -0.107315, -1.901059], [1.150194, 1.314665, -1.739329], [0.679674, -0.122845, -2.462719], [1.553304, 0.400515, 0.386341], [0.957694, -1.207825, -0.126419], [-0.560526, 1.043635, -0.857539], [1.425844, -6.778035, -1.102889], [0.768944, -5.611295, -0.360099], [1.448704, -4.416345, -0.598149], [2.447924, -6.594045, -0.771829], [1.277214, -6.743965, -2.182169], [1.052664, -7.720325, -0.701739], [0.881614, -5.880265, 0.690171], [-0.287246, -5.593175, -0.628829], [1.196794, -3.947045, 0.200541], [2.835434, 4.848195, -0.890809], [3.465484, 3.823865, -1.874699], [3.937894, 2.708285, -1.187979], [1.747884, 4.788845, -0.848259], [3.120874, 5.887015, -1.056589], [3.147454, 4.675905, 0.139271], [4.268264, 4.234765, -2.486909], [2.846654, 3.397975, -2.664489], [4.254584, 2.030765, -1.789869], [-3.788806, 1.014015, -2.288389], [-4.431306, 1.899255, -1.208309], [-4.152586, 3.276605, -1.452919], [-2.711946, 0.849045, -2.252729], [-4.130756, 1.280635, -3.288429], [-4.323616, 0.064255, -2.282579], [-4.073706, 1.679775, -0.202299], [-5.493446, 1.666415, -1.132519], [-4.921446, 3.711975, -1.077549]], "forces_ev_per_a": [[-0.6, -1.1, 0.5], [-1.0, -0.8, -0.5], [2.3, 1.3, 0.5], [-0.1, 0.0, -0.1], [-0.2, 0.3, 0.2], [0.1, 0.4, -0.4], [-0.5, -0.7, -0.3], [-0.4, 0.3, -0.3], [0.5, 0.3, 0.3], [-0.3, 0.5, -1.0], [-0.3, 0.2, 0.1], [2.0, -0.5, 1.2], [-0.1, -0.4, 0.2], [0.2, -0.1, -0.1], [-0.1, 0.1, 0.3], [-0.4, 0.1, 0.2], [-0.2, -0.3, -0.1], [-0.8, 0.4, -0.6], [0.1, -0.5, -0.2], [1.9, -0.1, -2.2], [-2.5, 0.2, 1.6], [0.1, 0.6, -0.2], [1.1, 0.4, -0.2], [0.0, -0.7, 0.1], [-0.4, 0.1, 0.6], [-0.2, 0.0, 0.2], [0.1, 0.0, 0.1], [0.0, 1.0, 0.7], [-0.4, -2.2, -0.4], [-0.2, 0.5, 0.2], [0.4, -0.8, -0.7], [0.3, 0.1, 0.1], [0.1, 0.0, -0.1], [-0.4, 0.1, 0.3], [-0.2, 0.5, 0.1], [0.3, 0.9, -0.2], [0.0, -0.4, -0.1], [0.0, 0.4, -0.9], [0.5, -0.8, 1.6], [0.0, 0.0, -0.3], [0.0, -0.1, -0.5], [0.3, -0.5, -0.1], [0.4, 0.7, 0.4], [-1.1, 0.7, 0.1], [-0.1, 0.1, -0.1], [-1.4, -0.4, 0.0], [1.0, -0.5, -0.1], [-0.7, -0.2, -0.1], [-0.2, 0.2, 0.1], [0.5, 0.9, -0.1], [0.5, -0.6, 0.7], [0.4, -0.4, 0.0], [-0.3, 0.3, -0.5], [0.2, 0.6, -0.1]], "nbo_charge": [-0.6482, -0.0631, -0.7024, 0.2167, 0.2141, 0.1994, 0.1778, 0.1490, 0.4567, -0.6221, -0.0418, -0.7769, 0.2013, 0.2161, 0.2059, 0.1444, 0.1449, 0.5063, -0.6224, -0.0593, -0.7370, 0.2130, 0.1883, 0.2070, 0.1639, 0.1828, 0.4844, -0.6253, -0.0611, -0.7124, 0.2123, 0.2074, 0.2078, 0.1492, 0.1517, 0.4704, -0.6444, -0.0581, -0.7313, 0.2123, 0.2187, 0.2255, 0.1531, 0.1555, 0.4701, -0.6395, -0.0709, -0.7186, 0.2070, 0.2187, 0.2158, 0.1610, 0.1606, 0.4658], "relative_energy_kcal_mol": 87.8, "smiles": "CCO.CCO.CCO.CCO.CCO.CCO", "charge": 0, "mol_weight_g_mol": 276.4, "homo_lumo_gap_ha": 0.372}

{"formula": "C4H8N", "method": "wB97M-V/def2-TZVPD", "species": ["C", "C", "C", "C", "N", "H", "H", "H", "H", "H", "H", "H", "H"], "coordinates": [[0.084511, 0.767118, -1.350963], [-0.336496, -0.247737, -0.752826], [-0.230046, -2.460655, -0.400014], [0.492742, 1.418630, 1.165656], [-0.455116, 0.979560, 0.016051], [0.329736, 1.396801, -2.194282], [0.745880, -2.329951, -0.801501], [-0.891053, -2.716453, -1.103290], [-0.403388, -2.722115, 0.648603], [0.022239, 1.139694, 2.174187], [1.418702, 0.999226, 1.101384], [0.655526, 2.490336, 1.197035], [-1.433237, 1.285546, 0.299961]], "forces_ev_per_a": [[-0.4, 2.2, -1.6], [0.0, -6.1, 1.8], [1.9, 4.2, 1.7], [-3.5, 0.2, 1.2], [-0.1, 2.1, 3.1], [0.1, -0.1, 0.3], [0.9, -0.5, 0.2], [-2.8, -1.1, -2.4], [0.1, 0.5, -0.4], [0.5, 0.2, -1.6], [2.4, -1.6, -0.6], [-0.5, 0.2, -0.5], [1.3, -0.3, -1.3]], "nbo_charge": [-0.0916, 0.1281, -0.2407, -0.4191, -0.4228, 0.2843, 0.2178, 0.1956, 0.2341, 0.2324, 0.2217, 0.2377, 0.4224], "relative_energy_kcal_mol": 113.3, "charge": 1, "mol_weight_g_mol": 70.1, "homo_lumo_gap_ha": 0.394}

Which formula does entry 2 have? C20H27CaN2O3